{
  "formula": "C60H63I2N7O5PRb",
  "method": "ωB97M-V with the def2-TZVPD basis set",
  "symbols": ["Rb", "I", "C", "C", "C", "I", "C", "O", "C", "C", "N", "C", "C", "C", "C", "C", "C", "N", "C", "H", "H", "H", "H", "H", "H", "H", "H", "H", "H", "H", "C", "N", "C", "C", "C", "N", "C", "C", "H", "H", "H", "H", "H", "H", "H", "H", "H", "H", "H", "H", "H", "H", "H", "H", "O", "C", "C", "C", "C", "C", "C", "C", "P", "C", "C", "C", "C", "C", "C", "C", "C", "C", "C", "C", "C", "H", "H", "H", "H", "H", "H", "H", "H", "H", "H", "H", "H", "H", "H", "C", "O", "C", "C", "C", "C", "C", "C", "N", "C", "N", "C", "C", "C", "C", "C", "C", "O", "C", "N", "C", "C", "C", "C", "C", "C", "O", "C", "H", "H", "H", "H", "H", "H", "H", "H", "H", "H", "H", "H", "H", "H", "H", "H", "H", "H", "H", "H", "H", "H"],
  "coordinates": [[0.55684, -0.03566, 0.46328], [1.09699, 8.96758, 1.14486], [0.97153, 6.87069, 0.98327], [-0.15984, 6.21385, 1.44392], [-0.22029, 4.83876, 1.32714], [-1.90907, 3.79824, 1.99937], [0.81306, 4.03772, 0.74626], [0.72548, 2.77613, 0.64641], [1.95176, 4.78375, 0.27828], [3.05042, 4.04934, -0.46779], [3.48718, 2.78270, 0.09473], [4.16965, 2.91334, 1.35891], [4.42603, 1.56626, 1.99239], [5.42495, 1.42284, 2.95389], [5.60877, 0.19481, 3.56043], [4.79775, -0.86475, 3.18558], [3.84418, -0.63745, 2.20955], [3.65251, 0.54693, 1.62590], [2.01519, 6.15881, 0.40584], [-0.98033, 6.75988, 1.88838], [3.91996, 4.70991, -0.55944], [2.70064, 3.84383, -1.48597], [2.65212, 2.23143, 0.26637], [3.60330, 3.51737, 2.09109], [5.12789, 3.42372, 1.20865], [6.04501, 2.27284, 3.21332], [6.37913, 0.06445, 4.31146], [4.90606, -1.84915, 3.62099], [3.20179, -1.44732, 1.87767], [2.89269, 6.68306, 0.04164], [-0.46930, -3.76645, -2.14140], [-0.59525, -2.33276, -1.94441], [-1.43479, -2.09799, -0.77366], [-1.13075, -1.69863, -3.13576], [-1.24052, -0.17735, -3.04383], [-0.05648, 0.49613, -2.53323], [1.03703, 0.45635, -3.48287], [-0.37443, 1.87348, -2.18065], [-1.45737, -4.25922, -2.20061], [0.08675, -4.20248, -1.30993], [0.06813, -3.98158, -3.06661], [-2.45505, -2.48788, -0.92762], [-1.51006, -1.04318, -0.52444], [-0.99517, -2.61268, 0.08139], [-2.14798, -2.07331, -3.36208], [-0.49291, -1.98116, -3.97932], [-2.07729, 0.07840, -2.39463], [-1.49662, 0.19451, -4.05443], [0.78976, 1.00654, -4.41000], [1.27735, -0.57239, -3.74378], [1.92646, 0.90846, -3.04024], [-0.70224, 2.45583, -3.06313], [0.49769, 2.36074, -1.74664], [-1.16829, 1.89895, -1.43096], [1.07762, -3.08164, 1.32534], [2.08403, -3.68482, 1.11995], [3.06944, -4.43296, 0.62758], [3.14245, -5.86360, 0.97879], [4.25392, -6.58681, 0.71853], [5.40020, -6.02940, 0.06895], [5.31363, -4.72294, -0.37069], [4.21710, -3.88997, -0.15388], [4.05025, -2.27055, -0.88065], [5.59317, -1.35608, -0.45688], [6.46353, -1.75927, 0.55051], [7.55410, -0.97199, 0.90466], [7.78742, 0.23267, 0.25944], [6.91688, 0.65308, -0.74046], [5.82957, -0.13134, -1.08761], [4.36318, -2.57076, -2.68148], [3.24298, -2.78372, -3.48145], [3.36891, -3.13649, -4.81866], [4.62836, -3.26800, -5.38595], [5.75538, -3.03917, -4.60554], [5.62422, -2.69470, -3.26806], [2.27803, -6.32224, 1.44527], [4.26349, -7.63780, 0.99328], [6.28317, -6.62715, -0.11429], [6.14753, -4.31718, -0.93795], [6.27907, -2.69934, 1.05668], [8.22042, -1.30157, 1.69373], [8.63413, 0.84787, 0.54068], [7.07883, 1.60186, -1.23819], [5.14046, 0.21245, -1.85147], [2.26483, -2.66472, -3.02591], [2.48540, -3.30406, -5.42445], [4.73247, -3.54127, -6.42935], [6.74335, -3.13053, -5.04276], [6.51208, -2.50759, -2.67522], [-8.95732, 1.92186, -0.91615], [-7.87675, 1.68586, -0.04531], [-7.89688, 0.52780, 0.68778], [-8.98465, -0.31826, 0.78708], [-8.89126, -1.48758, 1.54272], [-7.70118, -1.79609, 2.17339], [-6.60392, -0.94574, 2.07340], [-6.68610, 0.23596, 1.34541], [-5.64438, 1.14715, 1.21590], [-4.27835, 0.70760, 1.31534], [-3.88998, 0.61622, 2.59876], [-2.65773, 0.21140, 3.22282], [-1.48667, -0.02421, 2.51838], [-0.37384, -0.25206, 3.35240], [-0.41700, -0.27689, 4.73632], [-1.63089, -0.07981, 5.39346], [-2.75400, 0.16619, 4.62250], [-4.01268, 0.41442, 5.16540], [-4.14461, 0.30278, 6.55779], [-3.58276, 0.48719, 0.26850], [-4.14884, 0.67699, -0.98506], [-4.69109, -0.36717, -1.72514], [-5.13848, -0.17793, -3.03088], [-5.05240, 1.07269, -3.61418], [-4.53146, 2.14439, -2.88794], [-4.09109, 1.95259, -1.58779], [-3.57944, 2.92556, -0.79005], [-3.38853, 4.21113, -1.33596], [-8.72185, 2.83653, -1.45473], [-9.89499, 2.06145, -0.36940], [-9.07622, 1.10077, -1.62906], [-9.90689, -0.08498, 0.27347], [-9.74982, -2.14200, 1.62297], [-7.61073, -2.71062, 2.74572], [-5.66905, -1.20699, 2.55233], [-5.78505, 1.77932, 0.44112], [-4.59690, 0.90612, 3.25443], [0.60564, -0.40593, 2.89382], [0.48143, -0.44464, 5.32381], [-1.67790, -0.10114, 6.47331], [-5.19898, 0.45501, 6.78525], [-3.55264, 1.05882, 7.08403], [-3.83955, -0.68708, 6.91229], [-4.74779, -1.34139, -1.25459], [-5.54309, -1.01584, -3.58542], [-5.38508, 1.23193, -4.63258], [-4.47515, 3.12291, -3.34465], [-2.92011, 4.79949, -0.55041], [-4.34234, 4.66925, -1.62108], [-2.73031, 4.18048, -2.20953]],
  "orbital_gap_ev": 3.90,
  "charge": -2,
  "e_tot_ha": -4044.4122,
  "homo_energy_ev": -0.57,
  "de_lowest_kcal_mol": 2.1
}